Computed, not measured: a single C5H6O2 molecule at a distorted geometry, with ωB97M-V/def2-TZVPD.

Geometry as XYZ:
```
13
Properties=species:S:1:pos:R:3:forces:R:3
O 0.379 -3.017 0.009 -0.2269 0.4951 -0.2197
C -0.122 -2.043 -0.489 0.1020 -0.3332 0.0624
C 0.695 -0.856 -0.975 0.1308 -0.1095 -0.2212
C 0.076 0.421 -0.746 -0.1750 0.2622 -1.5460
C -0.497 1.502 -0.632 0.4328 -0.5647 0.3834
C -0.653 1.811 0.810 0.1167 -0.2069 0.6215
O -0.122 0.639 1.524 -0.2143 0.6877 1.2356
H -1.214 -1.957 -0.651 0.0611 -0.0248 0.0725
H 1.719 -0.946 -0.595 -0.1456 0.1277 -0.1157
H 0.722 -0.869 -2.070 0.2143 -0.4929 -0.2059
H -0.124 2.725 1.103 -0.1419 -0.1533 -0.0039
H -1.701 1.888 1.115 0.2050 0.0331 -0.0574
H 0.842 0.703 1.596 -0.3590 0.2794 -0.0056
```
Forces are in eV/Å.

* HOMO energy: -9.55 eV
* gap between HOMO and LUMO: 10.15 eV
* LUMO energy: 0.02188 Ha

Computed, not measured: a molecular structure, C5H6O2, with ωB97M-V/def2-TZVPD.

Geometry as XYZ:
```
13
Properties=species:S:1:pos:R:3:forces:R:3
C -0.051 0.306 1.210 -0.1262 -0.0527 0.1623
C -0.615 0.635 -0.188 -0.2510 -0.0304 -0.1085
O 0.680 1.142 -0.582 0.1761 -0.0417 -0.1382
C 1.247 0.210 0.379 0.3578 -0.0805 0.2120
C 1.263 -1.269 0.007 -0.3859 0.2189 -0.1091
O 0.197 -1.598 -0.671 0.4414 0.0287 0.0043
C -0.781 -0.583 -1.075 -0.1247 0.1340 -0.0089
H -0.047 1.189 1.852 -0.0412 -0.1267 -0.1116
H -0.402 -0.576 1.751 0.0289 0.1159 -0.1205
H -1.437 1.353 -0.277 0.1987 -0.1069 -0.0421
H 2.208 0.558 0.756 -0.1526 -0.0759 0.0447
H -0.502 -0.298 -2.090 -0.2634 -0.0034 0.0257
H -1.760 -1.068 -1.072 0.1420 0.0206 0.1899
```
Forces are in eV/Å.

* HOMO energy: -8.32 eV
* gap between HOMO and LUMO: 9.02 eV
* LUMO energy: 0.02582 Ha

Computed, not measured: a molecular structure, C5H6O2, with ωB97M-V/def2-TZVPD.

Geometry as XYZ:
```
13
Properties=species:S:1:pos:R:3:forces:R:3
C 1.378 -0.786 1.128 0.4357 -0.3625 -0.2281
O 0.527 0.003 1.709 -0.0816 0.1639 0.5496
C -0.347 0.843 1.194 -0.2309 0.1984 -0.2514
C -0.754 0.820 -0.208 -0.0831 0.0944 0.1950
O 0.357 1.027 -1.207 0.0056 -0.0010 -0.0514
C -0.019 -0.184 -1.742 0.0289 -0.2583 -0.1565
C -1.005 -0.507 -0.908 -0.0650 -0.1298 -0.1401
H 2.000 -1.362 1.809 -0.2514 0.2234 -0.1962
H 1.521 -0.753 0.058 -0.0261 -0.0070 0.2463
H -0.905 1.389 1.940 0.1269 -0.0651 -0.0088
H -1.517 1.589 -0.383 0.1900 -0.2214 0.0512
H 0.520 -0.613 -2.585 -0.2222 0.1710 0.1314
H -1.686 -1.331 -0.740 0.1731 0.1940 -0.1409
```
Forces are in eV/Å.

* HOMO energy (alpha / beta): -7.54 / -7.59 eV
* gap between HOMO and LUMO (alpha / beta): 7.92 / 8.27 eV
* LUMO energy (alpha / beta): 0.01371 / 0.02514 Ha

Computed, not measured: a molecular structure, C5H6O2 at a distorted geometry, with ωB97M-V/def2-TZVPD.

Geometry as XYZ:
```
13
Properties=species:S:1:pos:R:3:forces:R:3
O 1.318 -0.882 0.447 -0.2419 1.2919 0.8786
C 0.687 -0.654 -0.676 0.2511 -0.5896 -0.4490
C -0.746 -1.198 -0.734 0.1809 -0.1214 -0.1467
O -1.303 -0.184 0.161 -0.0945 0.2185 -0.0529
C -0.284 0.874 0.261 0.0552 0.3870 0.4713
C 0.735 0.527 1.301 0.2114 -0.8608 0.0550
C 0.553 0.703 -0.966 -0.5400 0.2671 -0.6380
H -0.906 -2.176 -0.276 0.1624 0.1551 -0.0606
H -1.215 -1.144 -1.719 0.1548 -0.0159 0.0902
H -0.779 1.840 0.372 0.0625 -0.1747 0.2204
H 0.485 -0.136 2.113 -0.4141 0.2901 0.3169
H 1.352 1.392 1.603 0.2960 -0.7865 -0.4661
H 0.105 1.037 -1.888 -0.0839 -0.0608 -0.2190
```
Forces are in eV/Å.

* HOMO energy (alpha / beta): -8.13 / -8.80 eV
* gap between HOMO and LUMO (alpha / beta): 7.61 / 8.39 eV
* LUMO energy (alpha / beta): -0.01909 / -0.01510 Ha

Computed, not measured: a molecular structure, C5H6O2, with ωB97M-V/def2-TZVPD.

Geometry as XYZ:
```
13
Properties=species:S:1:pos:R:3:forces:R:3
O -0.017 2.184 0.625 0.1722 0.1543 0.0218
C -0.011 0.798 0.636 0.0202 -0.3137 0.1763
C -1.023 0.048 -0.304 -0.3929 0.0206 0.0341
O -0.107 0.334 -1.403 -0.0048 -0.0314 -0.1048
C 0.908 0.064 -0.397 0.4259 0.0314 0.0537
C 0.642 -1.385 -0.020 -0.0441 -0.0808 -0.0222
C -0.691 -1.397 0.042 0.0581 -0.0794 -0.0256
H 0.418 2.502 -0.174 -0.2374 -0.0456 -0.1460
H 0.026 0.462 1.673 -0.0027 0.0163 -0.0757
H -2.054 0.361 -0.471 0.1775 0.0160 0.0479
H 1.912 0.394 -0.671 -0.1287 -0.0214 0.1117
H 1.368 -2.168 0.163 -0.1333 0.1546 -0.0184
H -1.373 -2.198 0.302 0.0899 0.1792 -0.0528
```
Forces are in eV/Å.

* HOMO energy: -9.69 eV
* gap between HOMO and LUMO: 10.71 eV
* LUMO energy: 0.03768 Ha

Computed, not measured: a single C5H6O2 molecule, with ωB97M-V/def2-TZVPD.

Geometry as XYZ:
```
13
Properties=species:S:1:pos:R:3:forces:R:3
C 2.517 -0.810 -0.096 -0.4569 0.1176 -0.1296
C 1.383 -0.482 -0.333 0.4902 -0.1235 0.0867
C 0.017 -0.015 -0.587 0.0068 -0.0277 0.0048
C -0.058 1.467 -0.216 0.0590 0.1941 0.3971
O -0.035 1.850 0.929 0.0080 -0.1445 -0.5443
C -1.054 -0.793 0.240 0.1499 -0.2799 -0.0436
O -2.134 0.028 0.611 -0.0157 0.0816 0.1677
H 3.528 -1.093 0.106 -0.2066 0.0213 -0.0284
H -0.191 -0.117 -1.660 -0.0344 0.0761 0.1671
H -0.165 2.182 -1.052 0.1109 -0.0222 0.0539
H -0.580 -1.259 1.112 -0.0333 0.1300 -0.1065
H -1.473 -1.587 -0.382 0.1304 0.0553 0.0665
H -1.795 0.648 1.273 -0.2081 -0.0784 -0.0914
```
Forces are in eV/Å.

* HOMO energy: -9.97 eV
* gap between HOMO and LUMO: 10.65 eV
* LUMO energy: 0.02486 Ha

Computed, not measured: a molecular structure, C5H6O2 at a distorted geometry, with ωB97M-V/def2-TZVPD.

Geometry as XYZ:
```
13
Properties=species:S:1:pos:R:3:forces:R:3
O 0.898 -2.524 0.443 0.2292 0.0700 0.1435
C -0.325 -1.852 0.664 -0.3529 0.0936 0.0296
C -0.253 -0.407 0.313 -0.0354 0.2157 0.1847
C -0.339 0.792 0.706 0.0990 -0.1683 -0.3484
C -0.190 2.027 0.096 -0.0708 0.0652 0.2674
C 0.237 1.270 -1.622 0.2262 0.5182 -1.0110
O 0.449 1.846 -2.602 -0.2028 -0.5388 0.9419
H 1.570 -2.079 0.974 -0.0324 -0.1140 -0.1113
H -0.664 -1.953 1.705 0.0765 0.0186 -0.1662
H -1.059 -2.354 0.028 0.0802 0.0781 0.0732
H 0.676 2.638 0.354 -0.1051 -0.1162 -0.0416
H -1.084 2.624 -0.096 0.1060 -0.1093 0.0047
H 0.082 -0.028 -0.963 -0.0177 -0.0129 0.0335
```
Forces are in eV/Å.

* HOMO energy: -9.55 eV
* gap between HOMO and LUMO: 10.03 eV
* LUMO energy: 0.01784 Ha

Computed, not measured: a single C5H6O2 molecule at a distorted geometry, with ωB97M-V/def2-TZVPD.

Geometry as XYZ:
```
13
Properties=species:S:1:pos:R:3:forces:R:3
O -2.068 0.988 -1.060 -0.0289 -0.1216 0.0511
C -1.050 0.450 -0.603 0.0146 0.7549 1.2916
C 0.334 0.795 -0.835 -0.2726 -0.2442 -0.2333
C 1.336 -0.015 -0.074 -0.1550 -0.1598 -0.0639
C 0.445 -0.863 0.845 -0.0478 -0.2810 0.1871
O 0.819 -1.797 1.508 -0.1698 0.4196 -0.2938
C -0.970 -0.322 0.734 -0.3562 -0.2980 0.1465
H 0.580 1.798 -1.202 -0.0474 -0.7084 -1.0240
H -0.565 -0.440 -1.421 1.4896 1.0786 -0.4888
H 2.030 0.606 0.515 -0.3280 -0.0046 -0.1145
H 1.968 -0.636 -0.718 -0.0441 0.0242 0.2072
H -1.108 0.495 1.456 -0.0474 -0.3098 0.1298
H -1.751 -1.061 0.855 -0.0071 -0.1500 0.2051
```
Forces are in eV/Å.

* HOMO energy (alpha / beta): -9.20 / -9.20 eV
* gap between HOMO and LUMO (alpha / beta): 8.33 / 8.33 eV
* LUMO energy (alpha / beta): -0.03193 / -0.03192 Ha

Computed, not measured: 2 unconnected molecules or ions with the total composition C5H6O2 at a distorted geometry, with ωB97M-V/def2-TZVPD.

Geometry as XYZ:
```
13
Properties=species:S:1:pos:R:3:forces:R:3
C -0.998 2.025 0.365 -0.0429 1.0052 1.4794
C -0.193 1.116 0.001 0.0318 -0.6271 -1.3552
C 0.571 0.174 -0.378 2.3711 -2.6166 -1.1428
C 0.451 -1.333 -0.078 0.9818 1.8064 2.6387
H -0.721 2.367 1.326 -0.1911 0.9885 1.1038
H -1.821 2.463 -0.117 -0.8638 0.1825 -0.7900
H 1.499 0.272 -1.003 -1.0389 0.9624 0.7103
H 1.259 -1.737 -0.624 0.4223 -1.1495 -0.6835
H -0.498 -1.731 -0.302 -1.0139 -0.6462 -0.3660
H 0.707 -1.515 1.029 -0.5666 0.1724 -1.5123
O -3.868 -0.734 1.068 -0.2951 -0.0909 1.3706
C -3.374 -0.316 0.121 -0.0881 -0.4004 -1.1928
O -2.946 0.004 -0.903 0.2937 0.4134 -0.2602
```
Forces are in eV/Å.

* HOMO energy: -9.51 eV
* gap between HOMO and LUMO: 10.17 eV
* LUMO energy: 0.02411 Ha

Computed, not measured: a single C5H6O2 molecule, with ωB97M-V/def2-TZVPD.

Geometry as XYZ:
```
13
Properties=species:S:1:pos:R:3:forces:R:3
C -2.004 1.609 -0.846 0.0947 -0.0880 0.0960
C -1.182 0.768 -0.600 -0.1230 0.1884 -0.1655
C -0.196 -0.267 -0.288 -0.2087 -0.0993 -0.0134
C -0.507 -0.931 1.046 0.1801 -0.5463 0.2306
O 0.137 -1.873 1.458 -0.3946 0.5697 -0.1702
C 1.253 0.268 -0.222 -0.1545 0.2950 -0.0835
O 2.170 -0.778 -0.090 0.0736 -0.1173 0.1474
H -2.742 2.355 -1.060 0.2119 -0.1924 0.0412
H -0.205 -1.049 -1.061 -0.0506 0.1063 0.1396
H -1.335 -0.504 1.649 0.1343 -0.0430 -0.1304
H 1.312 1.006 0.593 0.1133 -0.1229 -0.0177
H 1.475 0.791 -1.153 -0.0327 -0.0145 0.0438
H 1.822 -1.395 0.575 0.1563 0.0642 -0.1180
```
Forces are in eV/Å.

* HOMO energy: -10.16 eV
* gap between HOMO and LUMO: 10.65 eV
* LUMO energy: 0.01769 Ha

Computed, not measured: a molecular structure, C5H6O2 at a distorted geometry, with ωB97M-V/def2-TZVPD.

Geometry as XYZ:
```
13
Properties=species:S:1:pos:R:3:forces:R:3
O 2.054 -1.545 -0.641 -0.0369 0.3118 0.0130
C 1.609 -0.431 -0.490 0.0602 -0.9093 0.3596
C 0.204 -0.112 -0.130 0.2192 -0.3332 0.8114
C -0.838 -0.472 1.043 1.3106 4.0889 -2.1626
C -0.931 -1.096 -0.222 -0.9207 -0.1003 -1.0711
C -0.132 1.328 -0.063 0.8652 0.0386 0.0554
O -1.425 1.211 0.443 0.1200 -2.0957 1.2607
H 2.246 0.470 -0.699 -0.3361 -0.3328 0.1894
H -0.939 -0.187 2.040 0.1271 -0.7570 1.6451
H 0.574 1.645 0.721 -0.0495 0.7506 -0.0341
H -1.851 -0.655 -0.547 -0.5158 -0.4780 -1.4753
H -0.665 -2.102 -0.509 -0.0094 -0.1877 0.4413
H 0.092 1.946 -0.946 -0.8338 0.0041 -0.0330
```
Forces are in eV/Å.

* HOMO energy: -9.71 eV
* gap between HOMO and LUMO: 9.95 eV
* LUMO energy: 0.00897 Ha

Computed, not measured: a single C5H6O2 molecule, with ωB97M-V/def2-TZVPD.

Geometry as XYZ:
```
13
Properties=species:S:1:pos:R:3:forces:R:3
C 3.093 -0.034 0.220 -0.4895 -0.0312 -0.1608
C 1.960 -0.147 -0.175 0.5096 0.0260 0.1287
C 0.581 -0.355 -0.602 -0.1021 -0.1186 -0.3382
O 0.303 -0.742 -1.719 0.1620 0.1619 0.5352
C -0.529 -0.141 0.437 0.0458 0.2228 0.0963
C -1.531 0.900 -0.050 -0.0198 -0.0102 -0.0372
O -1.151 -1.392 0.662 0.0101 -0.0840 -0.1387
H 4.103 0.056 0.557 -0.1891 0.0100 -0.0617
H -0.090 0.159 1.394 -0.0432 -0.0663 -0.1449
H -2.371 0.934 0.649 0.1433 0.0204 -0.0876
H -1.904 0.614 -1.038 0.0249 0.0273 0.0955
H -1.090 1.898 -0.128 0.0039 -0.1324 0.0375
H -1.374 -1.750 -0.208 -0.0557 -0.0257 0.0759
```
Forces are in eV/Å.

* HOMO energy: -10.28 eV
* gap between HOMO and LUMO: 10.22 eV
* LUMO energy: -0.00245 Ha

Computed, not measured: a single C5H6O2 molecule at a distorted geometry, with ωB97M-V/def2-TZVPD.

Geometry as XYZ:
```
13
Properties=species:S:1:pos:R:3:forces:R:3
C -1.862 -0.348 -0.254 0.0715 0.0783 -0.0337
C -0.622 -0.044 0.589 0.0899 0.2962 -0.0572
O 0.313 -1.166 0.463 0.3791 0.4578 -0.2397
C 1.500 -0.716 0.003 0.5455 0.4430 -0.3923
O 2.460 -1.408 -0.200 -0.4515 0.2561 0.0373
C 1.370 0.814 -0.114 0.1203 0.0418 -0.1217
C 0.067 1.256 0.253 0.7011 -0.1566 0.0424
H -2.288 -1.314 0.036 0.1402 0.1640 -0.0150
H -2.619 0.430 -0.123 0.1946 -0.0852 0.0327
H -1.590 -0.393 -1.313 -0.0360 0.0024 0.1145
H -0.903 0.008 1.655 0.1242 0.0648 -0.2301
H 2.377 1.380 -0.052 -0.4426 -0.4017 2.0554
H 1.797 1.501 -0.944 -1.4363 -1.1609 -1.1926
```
Forces are in eV/Å.

* HOMO energy: -9.18 eV
* gap between HOMO and LUMO: 8.94 eV
* LUMO energy: -0.00904 Ha

Computed, not measured: a single C5H6O2 molecule, with ωB97M-V/def2-TZVPD.

Geometry as XYZ:
```
13
Properties=species:S:1:pos:R:3:forces:R:3
C 2.712 -1.148 0.244 -0.3660 0.2081 -0.2597
C 1.763 -0.634 -0.294 0.4761 -0.2471 0.2710
C 0.548 0.041 -0.768 -0.0391 0.1585 -0.3620
O 0.428 0.458 -1.896 0.0715 -0.1876 0.5348
C -0.509 0.168 0.335 -0.0698 0.2626 -0.1131
C -1.809 0.744 -0.180 -0.0394 0.0228 -0.0357
O -0.767 -1.111 0.882 0.1688 -0.1213 0.1412
H 3.573 -1.595 0.692 -0.1244 0.0521 -0.0971
H -0.075 0.837 1.098 -0.0471 -0.0933 -0.0991
H -2.479 0.950 0.658 0.0927 -0.0486 -0.1106
H -2.291 0.029 -0.851 0.0688 0.0947 0.0533
H -1.622 1.669 -0.730 -0.0378 -0.1126 0.0773
H 0.068 -1.479 1.202 -0.1542 0.0119 -0.0002
```
Forces are in eV/Å.

* HOMO energy: -10.15 eV
* gap between HOMO and LUMO: 10.22 eV
* LUMO energy: 0.00258 Ha

Computed, not measured: a single C5H6O2 molecule, with ωB97M-V/def2-TZVPD.

Geometry as XYZ:
```
13
Properties=species:S:1:pos:R:3:forces:R:3
C 1.610 0.715 -1.791 -0.2574 -0.0998 0.3812
C 0.940 0.303 -0.881 0.3031 0.1666 -0.4034
C 0.119 -0.259 0.200 0.1375 -0.0496 0.0187
C 0.730 -0.089 1.585 0.0075 0.0279 0.0077
O -1.172 0.392 0.236 -0.0746 -0.0415 -0.0902
C -2.077 -0.111 -0.615 -0.0754 -0.2082 -0.2519
O -1.887 -1.002 -1.398 -0.1113 0.3491 0.3081
H 2.193 1.090 -2.603 -0.0892 -0.0680 0.1546
H -0.066 -1.306 -0.055 0.1257 0.0158 0.2139
H 1.656 -0.659 1.672 -0.0389 0.0206 -0.1053
H 0.032 -0.446 2.345 0.0372 0.0091 -0.1239
H 0.956 0.961 1.782 -0.0621 -0.0995 -0.0653
H -3.035 0.411 -0.476 0.0980 -0.0227 -0.0442
```
Forces are in eV/Å.

* HOMO energy: -10.39 eV
* gap between HOMO and LUMO: 11.36 eV
* LUMO energy: 0.03550 Ha

Computed, not measured: a single C5H6O2 molecule at a distorted geometry, with ωB97M-V/def2-TZVPD.

Geometry as XYZ:
```
13
Properties=species:S:1:pos:R:3:forces:R:3
C 2.330 -0.046 -0.825 0.3739 -4.2183 0.0145
O 1.011 -0.272 -1.305 -0.9488 0.1932 -0.1714
C 0.007 0.003 -0.388 2.7045 -0.9663 -0.5014
C -1.337 -0.341 -0.536 -0.7568 1.9569 2.4219
C -1.943 0.030 0.665 -0.4002 -2.0857 -1.5319
O -1.001 0.314 1.535 0.7177 1.4902 1.2068
C 0.205 0.397 0.886 1.1897 -0.4760 2.4991
H 2.389 0.928 -0.497 0.9258 2.5427 -0.0143
H 2.451 -0.640 0.117 0.0155 0.1531 -0.5229
H 3.119 -0.537 -1.540 -1.6936 1.6923 1.0028
H -1.738 -0.657 -1.411 -1.4273 -0.8792 -2.2703
H -2.960 -0.090 1.086 0.8545 0.2301 -0.6067
H 1.097 0.402 1.602 -1.5550 0.3671 -1.5260
```
Forces are in eV/Å.

* HOMO energy: -8.62 eV
* gap between HOMO and LUMO: 9.60 eV
* LUMO energy: 0.03575 Ha

Computed, not measured: a single C5H6O2 molecule, with ωB97M-V/def2-TZVPD.

Geometry as XYZ:
```
13
Properties=species:S:1:pos:R:3:forces:R:3
C -1.591 -1.324 0.099 -0.0727 -0.0110 -0.0434
C -0.848 -0.381 1.001 0.0612 0.1825 -0.0103
C -0.315 0.735 0.588 0.0857 -0.1454 -0.0070
C 0.364 1.719 0.064 -0.2432 -0.0932 0.1327
O 1.632 1.571 -0.512 0.1012 -0.1079 -0.0202
C 2.090 0.353 -0.862 -0.0101 -0.3427 -0.0548
O 1.533 -0.703 -0.754 0.2444 0.5162 -0.1453
H -1.678 -0.915 -0.910 -0.0067 -0.0431 0.1837
H -2.590 -1.545 0.487 0.1081 0.0017 -0.0453
H -1.035 -2.266 0.035 -0.0867 0.1321 0.0318
H -0.654 -0.699 2.024 -0.1427 0.0824 -0.0458
H 0.063 2.760 0.032 -0.0171 -0.2177 -0.0054
H 3.095 0.478 -1.286 -0.0214 0.0461 0.0294
```
Forces are in eV/Å.

* HOMO energy: -9.36 eV
* gap between HOMO and LUMO: 10.34 eV
* LUMO energy: 0.03596 Ha

Computed, not measured: a molecular structure, C5H6O2, with ωB97M-V/def2-TZVPD.

Geometry as XYZ:
```
13
Properties=species:S:1:pos:R:3:forces:R:3
C 1.803 -0.423 0.226 -0.0084 0.0484 -0.0289
C 0.371 -0.567 0.650 0.0687 -0.1198 -0.0267
O -0.114 1.234 0.615 -0.3794 0.1342 -0.2585
C -1.095 1.581 -0.079 0.1401 0.1145 0.1470
O -1.680 2.597 -0.348 0.2449 -0.3929 0.1028
C -0.544 -1.220 -0.162 -0.3290 0.3730 -0.1644
C -1.523 -0.832 -0.849 0.3356 -0.3264 0.2027
H 1.869 -0.222 -0.846 -0.0160 -0.0279 0.1345
H 2.336 -1.357 0.438 -0.0935 0.1162 -0.0052
H 2.277 0.387 0.783 -0.0562 -0.1209 -0.0620
H 0.210 -0.660 1.723 -0.0106 0.0274 -0.1548
H -1.569 0.540 -0.638 -0.0062 0.0951 0.0202
H -2.341 -1.056 -1.513 0.1100 0.0790 0.0933
```
Forces are in eV/Å.

* HOMO energy: -9.14 eV
* gap between HOMO and LUMO: 9.06 eV
* LUMO energy: -0.00320 Ha